Record 1
This record from the Open Molecules 2025 dataset describes a molecular structure, C33H52AlBCaCl2F3N4O16S2. The level of theory is wB97M-V/def2-TZVPD.

Structure (XYZ):
```
115
Properties=species:S:1:pos:R:3:forces:R:3
C 1.78081 2.01486 8.34641 0.21 -0.42 -0.09
C 1.06884 1.33429 7.06162 -1.29 1.07 1.04
C -0.47157 1.85180 7.02350 0.22 -1.21 1.10
C -1.45667 0.79384 7.77999 0.76 0.54 -1.26
N -2.84054 1.09546 7.28387 1.86 -1.62 -0.16
N -3.63478 1.67643 8.27533 -1.59 0.56 -0.71
C -3.99498 3.08781 7.96326 0.56 -0.23 -1.21
S -3.33350 4.15074 9.36495 0.41 -0.17 -1.46
C -3.33805 3.66532 6.64534 1.77 1.95 -1.73
O -3.56277 3.30407 5.46800 0.27 0.67 3.22
O -2.44047 4.72868 6.80867 -3.04 -3.44 1.06
H 2.83218 2.36078 8.04696 -1.53 -0.59 0.75
H 1.82513 1.23407 9.19055 0.15 1.24 -1.36
H 1.18350 2.91012 8.75093 0.94 -1.32 -0.84
H 1.07817 0.19770 7.11664 0.27 1.42 -0.26
H 1.61593 1.67001 6.10782 -0.09 -0.33 1.18
H -0.87116 1.96495 5.93668 -0.25 0.17 1.76
H -0.62346 2.84392 7.56622 0.47 -1.03 -1.32
H -1.34584 0.95889 8.90324 -0.32 -0.38 -1.46
H -1.10711 -0.25536 7.48493 -0.66 1.29 0.51
H -3.28219 0.23751 6.90690 0.36 0.89 0.51
H -4.54137 1.15901 8.31236 0.46 0.94 0.97
H -5.12940 3.20906 7.89361 1.43 -0.03 0.76
H -1.96870 3.83277 9.41130 -1.38 -0.11 -0.38
Al 0.29666 1.35768 4.53031 0.35 -0.64 -0.57
C 3.68211 -0.26051 2.45673 0.06 0.04 -0.03
C 2.56241 -0.73672 1.54345 -0.12 0.07 0.18
C 2.99231 -1.85207 0.59542 -0.04 -0.64 -0.25
C 4.09144 -1.47778 -0.40280 -0.25 1.39 0.96
C 3.77619 -0.29328 -1.31505 0.34 -0.20 -0.56
C 2.57829 -0.53375 -2.22094 -0.22 0.26 0.32
H 4.51123 0.17309 1.89240 0.00 0.00 0.09
H 3.30973 0.50891 3.13840 0.09 -0.06 -0.01
H 4.06855 -1.08572 3.06036 0.01 0.06 -0.02
H 2.15723 0.11137 0.98269 0.04 -0.07 -0.11
H 1.74258 -1.11127 2.16581 0.08 -0.08 -0.12
H 2.11009 -2.20878 0.04794 -0.10 0.02 0.00
H 3.34192 -2.70637 1.19055 -0.08 0.02 0.19
H 4.30398 -2.35689 -1.02324 0.36 1.52 0.18
H 5.01933 -1.26394 0.13747 0.07 -0.24 -0.19
H 4.65240 -0.09572 -1.94208 -0.03 0.01 0.05
H 3.61315 0.61046 -0.72255 0.04 -0.19 0.16
H 2.74010 -1.41121 -2.85441 0.04 0.08 -0.08
H 2.42213 0.32757 -2.87390 0.08 -0.21 -0.07
H 1.65979 -0.68542 -1.64721 -0.03 -0.04 -0.03
C -6.57205 4.78500 3.72152 -0.25 0.36 0.09
C -7.37946 3.55522 3.37086 0.79 0.73 0.61
C -6.72400 2.67374 2.34907 0.50 -0.44 0.06
O -7.84063 2.04442 1.72865 -0.50 0.28 -0.06
C -8.89443 2.89766 1.86194 -0.71 0.03 -0.28
O -9.94061 2.77381 1.29471 0.65 0.07 0.30
O -8.59894 3.91166 2.72138 -0.27 -0.66 -0.55
H -7.10282 5.38698 4.46327 0.09 -0.11 0.01
H -5.59462 4.51380 4.12718 -0.09 -0.08 -0.01
H -6.42833 5.42476 2.84634 0.02 -0.18 -0.03
H -7.63064 2.99749 4.27956 0.02 -0.06 -0.11
H -6.06433 1.93157 2.80140 -0.17 -0.05 -0.11
H -6.16810 3.22763 1.58585 -0.05 0.12 0.13
F -5.89408 2.00793 9.26863 -0.08 0.18 -0.08
C 6.24119 -0.56205 -4.23979 0.04 0.25 1.02
O 6.88031 -0.41412 -3.17118 -1.31 -0.24 0.14
O 7.07007 -0.86241 -5.27765 0.50 -0.22 -0.33
O 5.01185 -0.48454 -4.48231 -0.51 -0.73 -0.08
H 7.86785 -0.82921 -4.71135 0.45 -0.17 -0.93
Ca 4.24030 -4.06014 -1.67158 0.36 -1.44 0.12
O 10.52185 0.77764 -0.34838 -0.13 -0.56 -0.05
S 9.30241 0.24070 -0.96766 -0.15 0.23 0.17
O 8.40744 -0.27189 0.08099 0.04 0.33 -0.07
O 9.66250 -0.84701 -1.89066 0.16 0.41 -0.11
O 8.61752 1.30477 -1.71392 0.00 -0.39 0.10
Cl -13.76103 4.33209 3.22199 -0.07 0.00 0.03
C -13.03188 4.05127 1.62056 0.19 0.03 -0.20
C -13.62482 4.95097 0.55601 0.25 0.04 0.04
Cl -15.31973 4.53973 0.19246 -0.07 0.02 0.00
H -13.15947 2.99701 1.37113 -0.05 0.15 0.04
H -11.96360 4.24968 1.72049 -0.12 -0.02 -0.06
H -13.06571 4.84024 -0.37500 -0.03 -0.08 0.11
H -13.58750 6.00058 0.85230 -0.08 -0.16 0.04
C 2.60417 -3.55770 -4.41773 -0.42 -0.16 -0.63
N 2.57208 -3.42014 -5.88113 0.16 0.41 0.12
C 1.62251 -4.06927 -6.59124 -0.14 -0.08 -0.81
C 1.54933 -3.92144 -7.96530 -0.07 -0.39 0.46
C 2.45541 -3.09070 -8.63546 0.11 0.09 0.40
C 3.43648 -2.45536 -7.86842 -0.06 0.10 0.06
C 3.48068 -2.63205 -6.49733 0.32 0.11 -0.34
C 2.37718 -2.86075 -10.08870 0.01 0.11 -0.26
C 2.22129 -1.56829 -10.59723 0.11 0.26 -0.21
C 2.19779 -1.34882 -11.96325 0.07 -0.16 0.56
N 2.32884 -2.37705 -12.82389 -0.08 0.18 0.08
C 2.45621 -3.64106 -12.37029 0.01 -0.04 0.62
C 2.47972 -3.90503 -11.01098 -0.12 -0.17 -0.44
C 2.35225 -2.12822 -14.28024 0.04 -0.15 -0.03
H 2.69424 -4.62247 -4.17967 -0.11 -0.08 0.11
H 1.67621 -3.14312 -4.02222 0.16 -0.10 0.15
H 3.45602 -3.01249 -4.01868 0.05 0.32 -0.35
H 0.92491 -4.69119 -6.04209 0.08 0.13 -0.01
H 0.76349 -4.44179 -8.50412 0.09 0.06 0.12
H 4.17966 -1.81517 -8.33371 -0.05 -0.05 0.17
H 4.23393 -2.13984 -5.88036 -0.02 0.29 0.16
H 2.11441 -0.71742 -9.93149 0.03 -0.11 -0.10
H 2.08325 -0.35378 -12.37733 0.01 -0.18 -0.05
H 2.55156 -4.42705 -13.11051 0.00 0.15 0.02
H 2.60398 -4.93163 -10.68154 -0.01 0.13 -0.07
H 1.55572 -2.71486 -14.73782 0.12 0.08 -0.07
H 3.33047 -2.43527 -14.65265 -0.16 0.05 -0.10
H 2.19541 -1.06887 -14.47794 0.01 -0.15 0.09
B 2.70236 -4.52861 4.34147 0.41 -2.62 -0.64
O 1.88023 -3.37393 3.92997 -0.02 1.10 0.57
C 1.98756 -2.45459 4.87501 -1.50 0.19 -2.25
O 1.43244 -1.37716 4.83812 -0.19 0.59 0.10
C 2.86911 -2.94180 5.94278 2.04 -1.20 2.44
O 3.16929 -2.33868 6.94472 -0.43 0.14 -0.58
O 3.29689 -4.16266 5.63970 -0.50 0.97 -0.20
F 3.73082 -4.76575 3.37279 -0.84 0.35 0.50
F 1.88398 -5.68735 4.48153 0.75 1.18 -0.27
```
Positions in Å, forces in eV/Å.

Output
Net charge: +1
Gap between HOMO and LUMO: 0.90 eV
Energy above the lowest of the compared OMol25 structures with the same formula, charge and spin: 52.8 kcal/mol
Largest force on an atom: 4.7 eV/Å

Record 2
This record from the Open Molecules 2025 dataset describes a molecular structure, C32H38ClN5O7SiZn. The level of theory is wB97M-V/def2-TZVPD.

Structure (XYZ):
```
85
Properties=species:S:1:pos:R:3:forces:R:3
Zn 0.08490 0.00548 0.05453 -0.46 0.05 -0.36
O -0.78167 0.26761 1.87704 -0.07 -0.11 0.27
C -1.30463 -0.55604 2.69573 0.07 -0.03 -0.13
C -1.98615 -0.05049 3.85026 -0.02 0.02 0.01
C -2.56841 -0.86335 4.78824 0.05 -0.08 -0.08
C -2.52220 -2.25911 4.65338 -0.01 0.07 0.02
C -1.88182 -2.78394 3.55177 0.00 0.02 -0.05
C -1.27707 -1.99043 2.56895 0.03 0.04 -0.09
C -0.66080 -2.64147 1.40930 -0.07 0.02 -0.02
N -0.06949 -2.07462 0.37419 -0.02 -0.09 -0.07
C 0.28847 -3.06849 -0.50610 0.04 0.11 0.05
C -0.07652 -4.27256 0.00028 -0.04 0.04 0.09
N -0.67296 -3.99175 1.21497 -0.01 -0.02 0.00
H -2.01885 1.03023 3.94202 0.01 -0.06 0.00
H -3.07018 -0.42596 5.64443 -0.01 0.04 0.01
H -2.97557 -2.90911 5.39047 0.00 0.00 0.00
H -1.86180 -3.86532 3.45605 0.01 -0.01 0.01
H 0.78268 -2.82230 -1.43259 -0.03 0.01 0.07
H 0.02210 -5.27719 -0.37229 0.01 0.03 0.02
H -1.06106 -4.65988 1.85122 -0.01 -0.03 -0.01
Cl 2.74707 3.40513 -6.06101 -0.03 -0.06 0.05
C 2.25504 2.33098 -4.75574 0.04 -0.09 -0.13
C 2.37839 0.93811 -4.92300 -0.02 0.10 0.04
C 2.01738 0.09211 -3.91522 0.03 0.00 0.00
C 1.50077 0.55977 -2.65265 0.01 0.08 0.08
O 1.19729 -0.26777 -1.75171 -0.01 -0.02 -0.09
C 1.36499 1.99100 -2.53784 -0.03 -0.13 0.06
C 0.79255 2.64063 -1.38117 0.00 -0.12 -0.05
O 0.37253 2.13621 -0.35217 0.05 0.14 0.03
C 1.75415 2.83473 -3.59294 -0.04 0.06 0.05
H 2.75646 0.55099 -5.86146 0.02 -0.02 0.01
H 2.10256 -0.98191 -4.03384 0.01 0.03 0.00
H 0.72933 3.74265 -1.47744 0.02 0.06 0.00
H 1.64715 3.90788 -3.47060 -0.02 -0.02 0.01
N 2.03499 0.05935 1.00020 0.28 -0.04 0.12
C 3.04239 -0.34786 1.39108 0.37 -0.11 0.16
C 4.27598 -0.83244 1.87720 -0.02 -0.01 0.01
C 5.43371 -0.81188 1.05799 -0.23 0.01 0.15
N 6.39390 -0.80286 0.41149 -0.03 0.00 0.02
C 4.37511 -1.35854 3.19148 -0.03 0.12 -0.28
N 4.48365 -1.79110 4.25962 0.00 0.01 -0.03
C -2.87280 -0.87787 -5.19396 0.02 -0.06 0.01
C -2.97376 0.28679 -4.21420 0.18 0.12 -0.01
C -1.59891 0.94198 -4.04803 -0.08 -0.16 0.12
C -3.99551 1.31105 -4.71012 0.03 0.03 0.08
O -3.43695 -0.25838 -2.98863 -0.09 0.03 0.03
Si -3.11753 0.29297 -1.44466 -0.07 0.18 0.08
O -1.63618 0.16153 -0.99284 0.16 -0.20 0.01
O -4.25037 -0.49271 -0.50527 -0.02 0.00 -0.16
C -4.74559 -1.81761 -0.57085 0.05 -0.07 0.00
C -3.66263 -2.78925 -1.03920 0.02 0.12 -0.06
C -5.93991 -1.86450 -1.52662 0.05 0.10 0.00
C -5.18765 -2.17694 0.84487 0.05 0.00 0.06
O -3.65883 1.87279 -1.48065 -0.17 -0.02 0.03
C -3.99362 2.70077 -0.37401 0.14 -0.01 0.11
C -3.73409 4.13481 -0.82405 0.05 0.03 -0.06
C -5.47612 2.51484 -0.04771 0.01 -0.07 -0.05
C -3.13472 2.37724 0.85136 0.00 -0.10 -0.16
H -2.56908 -0.52799 -6.18558 -0.01 -0.03 0.05
H -3.83849 -1.38538 -5.27410 0.03 0.03 0.00
H -2.13215 -1.59445 -4.82957 -0.04 0.02 -0.04
H -1.22478 1.30419 -5.00873 0.01 0.02 -0.01
H -0.89172 0.21825 -3.63107 -0.13 0.13 -0.08
H -1.65856 1.78000 -3.34735 0.02 -0.05 -0.08
H -3.70458 1.70615 -5.68843 -0.02 0.00 0.03
H -4.05638 2.13018 -3.99047 -0.03 -0.03 -0.05
H -4.98201 0.84559 -4.78969 0.03 0.01 -0.01
H -3.33155 -2.53126 -2.04893 -0.05 -0.06 0.08
H -4.03901 -3.81595 -1.03487 0.01 0.00 0.01
H -2.80285 -2.71376 -0.37582 0.11 -0.05 0.06
H -5.60917 -1.59897 -2.53233 -0.03 -0.01 0.02
H -6.69810 -1.14334 -1.20793 0.02 -0.04 -0.01
H -6.38207 -2.86569 -1.53925 0.00 0.03 -0.02
H -4.32758 -2.14058 1.52034 -0.07 0.01 -0.02
H -5.62324 -3.18137 0.87387 0.02 0.05 0.01
H -5.93318 -1.45707 1.19555 0.05 -0.04 -0.02
H -4.28887 4.34295 -1.74391 0.02 0.00 0.05
H -2.66730 4.26610 -1.02426 -0.06 0.01 0.00
H -4.04138 4.84784 -0.05303 0.03 -0.02 -0.03
H -6.07805 2.69373 -0.94364 0.01 0.01 0.04
H -5.78895 3.20871 0.73876 0.00 -0.03 -0.01
H -5.64538 1.48963 0.28575 -0.03 0.04 -0.02
H -2.07324 2.42218 0.59998 -0.06 0.03 0.05
H -3.33462 1.36195 1.20521 0.01 0.08 0.01
H -3.34986 3.08166 1.65982 0.00 -0.01 0.01
```
Positions in Å, forces in eV/Å.

Output
Net charge: -2
Gap between HOMO and LUMO: 6.61 eV
Energy above the lowest of the compared OMol25 structures with the same formula, charge and spin: 1.9 kcal/mol
Largest force on an atom: 0.6 eV/Å